Computed, not measured: 8 unconnected molecules or ions with the total composition C18H40F7N11O17S at a distorted geometry, with ωB97M-V/def2-TZVPD.

The value obtained for the total energy is -3687.7783 Ha. As for the gap between HOMO and LUMO: 0.3197 Eh. Its charge is 0. The strongest force on any atom is 1.49 eV/A. The calculation puts the molar mass at 847.63 g/mol. The value obtained for the LUMO energy is -0.0080 Eh.

Each line ends with the Mulliken charge.
Atoms and positions in Å:
C  2.400  -2.094  1.436  -0.5096
O  2.449  -2.542  0.085  -0.3930
C  1.597  -1.876  -0.788  -0.2455
C  0.594  -2.864  -1.379  -0.9948
N  -0.393  -2.184  -2.210  0.1161
C  -1.714  -2.856  -2.160  -1.3580
C  -2.695  -2.044  -1.317  -0.0870
C  -2.981  -0.667  -1.930  -0.4124
C  -3.608  0.315  -0.923  -0.6766
N  -4.745  1.077  -1.505  -0.3000
C  -6.030  0.774  -1.009  0.4708
N  -6.927  1.633  -0.716  -0.6904
N  -6.337  -0.610  -0.897  -0.6449
S  2.718  -1.234  -2.115  1.0738
O  2.596  -2.118  -3.245  -0.7578
O  4.042  -1.054  -1.584  -0.4589
C  2.104  0.406  -2.795  0.4798
F  0.827  0.287  -3.158  -0.2113
F  2.841  0.590  -3.904  -0.2428
C  2.314  1.669  -1.926  0.6902
F  3.595  1.691  -1.511  -0.1583
F  2.097  2.756  -2.686  -0.2969
C  1.428  1.807  -0.653  0.4922
F  0.163  1.496  -0.879  -0.2401
F  1.912  1.049  0.327  -0.2222
F  1.482  3.077  -0.248  -0.2764
H  1.441  -2.319  1.910  0.3113
H  3.171  -2.639  1.975  0.2358
H  2.646  -1.032  1.503  0.2028
H  1.030  -1.074  -0.308  0.4931
H  1.144  -3.657  -1.897  0.2928
H  0.135  -3.340  -0.506  0.4585
H  -0.063  -2.290  -3.164  0.2659
H  -2.133  -2.910  -3.170  0.5504
H  -1.651  -3.875  -1.771  0.3735
H  -3.634  -2.609  -1.283  0.2864
H  -2.352  -1.959  -0.280  0.3596
H  -2.054  -0.261  -2.341  0.0483
H  -3.701  -0.789  -2.743  0.2961
H  -2.860  1.058  -0.637  0.2637
H  -3.924  -0.213  -0.021  0.3455
H  -4.569  2.062  -1.363  0.2945
H  -6.576  2.582  -0.834  0.2053
H  -6.118  -0.926  0.043  0.2505
H  -5.773  -1.142  -1.550  0.3615
C  6.093  1.669  -0.236  -0.6537
N  7.459  1.578  0.349  0.9168
O  7.694  0.644  1.093  -0.5410
O  8.248  2.442  0.044  -0.5609
H  5.511  0.829  0.126  0.1841
H  5.666  2.616  0.081  0.3306
H  6.194  1.636  -1.316  0.3061
C  7.070  -2.172  -2.317  -0.3799
N  7.789  -3.424  -1.952  0.9389
O  7.278  -4.151  -1.128  -0.5360
O  8.846  -3.630  -2.511  -0.5871
H  6.150  -2.120  -1.749  0.0363
H  7.731  -1.343  -2.081  0.2705
H  6.870  -2.211  -3.384  0.2920
C  -8.753  -0.813  3.160  -0.7456
N  -7.346  -0.537  2.766  0.8639
O  -6.912  0.577  2.943  -0.5028
O  -6.721  -1.464  2.284  -0.5195
H  -9.176  0.098  3.567  0.3013
H  -9.279  -1.130  2.265  0.3038
H  -8.732  -1.609  3.898  0.2876
C  6.651  -1.068  3.530  -0.6754
N  5.277  -1.539  3.856  0.9537
O  4.574  -0.826  4.540  -0.5444
O  4.948  -2.617  3.405  -0.5609
H  6.799  -0.102  3.996  0.2728
H  7.345  -1.808  3.918  0.2985
H  6.730  -1.002  2.449  0.2628
C  -0.149  5.984  -0.814  -0.7361
N  -1.586  6.286  -1.060  0.9344
O  -2.110  5.799  -2.036  -0.5281
O  -2.138  7.004  -0.250  -0.5506
H  0.206  5.338  -1.608  0.2779
H  0.386  6.929  -0.804  0.3147
H  -0.082  5.495  0.153  0.2817
C  -2.898  -6.895  1.086  -0.7666
N  -2.976  -5.600  0.356  0.8329
O  -2.307  -5.476  -0.653  -0.5330
O  -3.704  -4.752  0.818  -0.4863
H  -2.212  -7.545  0.556  0.3251
H  -2.545  -6.679  2.090  0.2874
H  -3.900  -7.310  1.113  0.2884
C  -3.154  7.576  2.741  -0.6599
N  -3.098  7.168  4.172  0.8779
O  -3.853  7.710  4.950  -0.5270
O  -2.288  6.311  4.461  -0.5339
H  -3.913  8.341  2.631  0.3153
H  -2.173  7.952  2.471  0.2662
H  -3.396  6.694  2.159  0.2656

=====

Computed, not measured: a molecular structure, C18H40F8N2O20S6Zr at a distorted geometry, with ωB97M-V/def2-TZVPD.

The value obtained for the total energy is -5558.2553 Ha. As for the gap between HOMO and LUMO: 0.0936 Eh. Its charge is +2. The strongest force on any atom is 11.93 eV/A. The calculation puts the molar mass at 1040.12 g/mol. The value obtained for the LUMO energy is -0.3918 Eh.

Each line ends with the Mulliken charge.
Atoms and positions in Å:
Zr  -1.125  2.180  2.004  1.8510
C  0.621  2.266  -3.877  0.6176
F  0.375  2.621  -5.164  -0.1694
F  1.412  1.217  -3.687  -0.1725
F  1.230  3.294  -3.317  -0.2285
S  -1.053  2.183  -3.009  0.9265
O  -2.064  2.057  -4.089  -0.5094
O  -0.840  1.016  -2.211  -0.7249
N  -1.051  3.591  -1.932  -0.9410
S  -1.694  4.626  -2.940  0.7045
O  -1.086  4.760  -4.265  -0.5379
O  -3.098  4.378  -2.929  -0.6160
C  -1.312  6.367  -1.999  0.6087
F  -1.934  6.287  -0.802  -0.2184
F  -0.004  6.596  -1.865  -0.2005
F  -1.835  7.384  -2.740  -0.1862
N  -0.671  0.296  1.312  0.3482
S  0.420  -0.897  1.561  0.5479
O  1.549  -0.887  0.604  -0.2635
O  0.051  -2.031  2.355  -0.4883
F  1.229  -0.214  2.752  -0.4205
S  -1.467  -1.004  0.353  0.8844
O  -2.491  -1.662  1.136  -0.5851
O  -0.865  -1.647  -0.822  -0.3591
F  -2.410  0.057  -0.362  0.0209
C  -7.388  -1.405  -4.146  -0.5573
C  -6.067  -1.376  -4.884  -0.6814
C  -5.112  -0.352  -4.248  -0.6996
S  -5.567  -0.487  -2.445  1.2913
O  -5.952  0.810  -1.882  -0.7566
O  -4.556  -1.304  -1.748  -0.6782
C  -7.097  -1.511  -2.665  -0.8188
H  -7.956  -2.234  -4.569  0.3535
H  -7.998  -0.546  -4.426  0.2937
H  -6.159  -1.125  -5.941  0.3823
H  -5.625  -2.372  -4.883  0.3207
H  -5.439  0.643  -4.548  0.3576
H  -4.033  -0.395  -4.397  0.4262
H  -7.796  -1.052  -1.966  0.4024
H  -6.840  -2.513  -2.323  0.3487
C  2.258  -5.392  -0.215  -0.6954
C  1.812  -3.984  -0.564  -0.2221
C  3.131  -3.101  -0.553  -0.0703
S  4.447  -4.254  -1.192  1.0710
O  5.521  -4.240  -0.167  -0.7087
O  4.625  -4.005  -2.631  -0.6780
C  3.509  -5.800  -1.013  -0.7439
H  1.442  -6.096  -0.376  0.4078
H  2.416  -5.445  0.862  0.2037
H  1.076  -3.449  0.035  -0.0567
H  1.293  -3.956  -1.523  0.3256
H  3.379  -2.832  0.474  -0.3069
H  2.991  -2.210  -1.166  0.5265
H  4.163  -6.590  -0.642  0.4517
H  3.274  -6.162  -2.014  0.3826
C  4.574  -4.064  3.033  -0.0803
C  4.084  -2.799  3.864  -0.6234
O  3.632  -1.798  2.947  -0.2825
O  5.820  -3.794  2.473  -0.5588
H  3.718  -4.243  2.383  -0.1804
H  4.605  -4.860  3.777  0.4600
H  4.796  -2.383  4.576  0.2676
H  3.156  -3.138  4.326  0.3293
H  4.374  -1.491  2.420  0.2422
H  5.727  -3.590  1.540  0.4838
C  -3.808  2.447  0.161  -0.2905
C  -4.278  1.564  1.365  -0.7344
O  -3.270  1.470  2.349  -0.4365
O  -2.449  2.821  0.219  0.1129
H  -4.417  3.349  0.226  0.6448
H  -4.081  2.057  -0.819  0.3542
H  -4.398  0.592  0.886  0.2886
H  -5.312  1.778  1.634  0.5126
H  -3.786  0.993  3.004  0.3401
H  -2.114  3.085  -0.642  0.1590
C  2.103  2.454  1.494  -0.5599
C  1.543  2.772  0.161  -0.6816
O  0.171  2.741  0.165  0.2971
O  1.118  2.447  2.492  -0.4380
H  2.798  3.239  1.794  0.6857
H  2.690  1.537  1.452  0.1545
H  2.172  2.363  -0.630  0.4274
H  1.702  3.824  -0.077  0.5610
H  -0.160  3.061  -0.677  0.4594
H  1.744  2.445  3.220  0.3455
C  4.653  1.196  5.717  -0.3586
C  3.788  1.158  4.497  -0.2449
O  3.184  2.450  4.198  -0.6554
O  5.729  2.067  5.354  -0.5435
H  5.070  0.225  5.983  0.4084
H  4.066  1.784  6.423  0.2461
H  2.801  0.719  4.640  0.1884
H  4.215  0.643  3.637  0.2526
H  4.019  2.911  4.094  0.3613
H  6.381  1.868  6.029  0.3266

=====

Computed, not measured: 3 unconnected molecules or ions with the total composition C18H40N2O3Si, with ωB97M-V/def2-TZVPD.

The value obtained for the total energy is -1334.4694 Ha. As for the gap between HOMO and LUMO (spin up / spin down): 0.3170 / 0.3584 Eh. Its multiplicity is 3. Its charge is 0. The strongest force on any atom is 0.70 eV/A. The calculation puts the molar mass at 360.62 g/mol. The value obtained for the LUMO energy (spin up / spin down) is 0.0219 / 0.0185 Eh.

Each line ends with the natural charge from an NBO analysis.
Atoms and positions in Å:
O  1.596  -6.979  1.050  -1.0749
Si  0.096  -6.552  0.488  1.2085
H  2.295  -6.505  0.611  0.4876
H  -0.170  -5.133  0.801  -0.2004
H  -0.866  -7.443  1.157  -0.1978
H  0.030  -6.779  -0.977  -0.2240
C  -1.161  -0.019  1.211  -0.6305
C  -1.610  -1.078  2.233  0.1053
C  -1.797  -0.464  3.625  -0.4072
C  -0.490  -0.137  4.343  -0.4050
C  0.432  -1.355  4.376  -0.4189
C  0.704  -1.931  2.985  0.1112
N  -0.619  -2.201  2.329  0.0193
O  -1.137  -3.324  2.673  -0.4054
C  1.577  -0.974  2.168  -0.6278
C  1.449  -3.254  3.095  -0.6070
C  -2.931  -1.667  1.756  -0.6054
H  -0.538  -0.458  0.432  0.2184
H  -2.031  0.417  0.722  0.2236
H  -0.613  0.805  1.664  0.2101
H  -2.370  -1.166  4.238  0.2105
H  -2.408  0.435  3.514  0.2146
H  0.011  0.711  3.869  0.1966
H  -0.713  0.176  5.364  0.2178
H  1.390  -1.104  4.838  0.2127
H  -0.026  -2.135  4.992  0.2139
H  1.693  -1.329  1.143  0.2158
H  2.567  -0.935  2.624  0.2158
H  1.206  0.046  2.135  0.2144
H  0.927  -3.962  3.731  0.2352
H  2.436  -3.063  3.518  0.2047
H  1.575  -3.710  2.112  0.2141
H  -2.809  -2.171  0.797  0.2178
H  -3.643  -0.851  1.632  0.2044
H  -3.338  -2.381  2.467  0.2308
C  2.462  2.479  -2.944  -0.6227
C  1.236  2.134  -2.076  0.0903
C  0.543  0.866  -2.586  -0.4059
C  -0.255  1.070  -3.872  -0.4044
C  -1.234  2.234  -3.728  -0.4156
C  -0.556  3.537  -3.299  0.1005
N  0.235  3.252  -2.055  0.0273
O  -0.468  3.296  -0.982  -0.4079
C  0.319  4.099  -4.424  -0.6235
C  -1.599  4.591  -2.959  -0.6049
C  1.709  1.920  -0.648  -0.5999
H  2.630  3.554  -2.980  0.2230
H  3.351  2.022  -2.513  0.2187
H  2.377  2.111  -3.965  0.2055
H  -0.132  0.501  -1.806  0.2105
H  1.309  0.099  -2.729  0.2133
H  0.413  1.233  -4.722  0.1953
H  -0.810  0.158  -4.096  0.2188
H  -1.763  2.414  -4.667  0.2140
H  -1.989  1.975  -2.980  0.2132
H  0.883  4.963  -4.075  0.2186
H  -0.332  4.426  -5.236  0.2167
H  1.016  3.381  -4.843  0.2112
H  -2.308  4.234  -2.218  0.2325
H  -2.142  4.848  -3.869  0.2050
H  -1.125  5.493  -2.571  0.2190
H  2.142  2.831  -0.234  0.2207
H  2.474  1.142  -0.640  0.2035
H  0.898  1.604  0.001  0.2284